Version one
{"formula": "C3H7Cl2N", "method": "ωB97M-V/def2-TZVPD", "species": ["C", "C", "C", "N", "Cl", "Cl", "H", "H", "H", "H", "H", "H", "H"], "coordinates": [[0.9257, -1.6417, 0.1436], [0.6545, -0.2328, 0.4800], [-1.0438, 0.5572, -0.5533], [-1.1649, 1.9388, -0.2504], [1.8482, 0.8710, -0.0265], [-2.4320, -0.3407, 0.2085], [1.0933, -1.9031, -0.8702], [0.3007, -2.4028, 0.5669], [1.9714, -1.8734, 0.5493], [0.2153, 0.0294, 1.4075], [-0.8916, 0.1616, -1.4708], [-0.8565, 2.2749, 0.6669], [-0.6204, 2.5617, -0.8516]], "e_homo_ev": -8.3, "homo_lumo_gap_ev": 9.121, "spin_multiplicity": 1}

---

Version two
{"formula": "C3H7Cl2N", "method": "ωB97M-V/def2-TZVPD", "species": ["C", "C", "C", "H", "H", "H", "H", "H", "H", "H", "N", "Cl", "Cl"], "coordinates": [[0.7846, -0.1129, 1.4732], [0.6902, 0.3812, -0.0419], [-0.4065, -0.1996, -1.0539], [1.4146, -1.0645, 1.4332], [1.4973, 0.5144, 1.9666], [-0.1270, -0.2238, 1.8265], [0.0617, 0.1568, -1.8980], [-0.2131, -1.3038, -0.9654], [-2.4734, 0.6916, -1.0547], [-2.0945, -1.2949, -0.3561], [-1.7445, -0.0055, -0.4374], [2.4022, 0.2985, -0.7516], [0.2085, 2.1626, -0.1406]], "e_homo_ev": -9.8, "homo_lumo_gap_ev": 10.203, "spin_multiplicity": 1}

---

It is version one that is most stable; the runner-up trails by 88.8 kJ/mol.

---

Version one
{"formula": "C24H31N3O5S", "method": "ωB97M-V/def2-TZVPD", "species": ["C", "C", "C", "C", "C", "C", "C", "C", "H", "H", "H", "H", "N", "C", "O", "C", "N", "C", "O", "C", "C", "C", "C", "C", "C", "H", "H", "H", "S", "O", "O", "N", "C", "H", "C", "H", "O", "C", "H", "C", "H", "H", "H", "H", "H", "H", "H", "C", "C", "H", "H", "H", "C", "H", "H", "H", "H", "H", "H", "H", "H", "H", "H", "H"], "coordinates": [[-8.1624, -3.0191, 0.3063], [-7.0063, -2.0695, 0.3688], [-6.7757, -1.3185, 1.5132], [-5.7170, -0.4356, 1.5921], [-4.8574, -0.2885, 0.5089], [-5.0779, -1.0357, -0.6407], [-6.1415, -1.9220, -0.7197], [-6.3536, -2.7134, -1.9731], [-6.3169, -3.7816, -1.7623], [-7.3308, -2.4954, -2.4029], [-5.5899, -2.4781, -2.7090], [-4.4116, -0.9218, -1.4793], [-3.8001, 0.6277, 0.6331], [-2.8657, 0.9821, -0.2761], [-2.7378, 0.5101, -1.3884], [-1.9220, 2.0926, 0.2024], [-0.6356, 1.8366, -0.4023], [0.5022, 1.7692, 0.3227], [0.5364, 2.0000, 1.5164], [1.7349, 1.4083, -0.4474], [2.8233, 0.9325, 0.2809], [3.9851, 0.5824, -0.3728], [4.1070, 0.7230, -1.7422], [3.0370, 1.2212, -2.4684], [1.8552, 1.5557, -1.8272], [1.0407, 1.9596, -2.4097], [3.1247, 1.3521, -3.5363], [5.0423, 0.4625, -2.2119], [5.3674, -0.0927, 0.5610], [6.5494, 0.0711, -0.2323], [5.3231, 0.4396, 1.8877], [5.1125, -1.7269, 0.6936], [5.2919, -2.5540, -0.4754], [5.9636, -2.0237, -1.1490], [3.9463, -2.8613, -1.1414], [4.0660, -3.6085, -1.9276], [3.0389, -3.4158, -0.2138], [2.8008, -2.5382, 0.8666], [2.1045, -3.0576, 1.5267], [4.1020, -2.2069, 1.6063], [3.9500, -1.4346, 2.3589], [4.4840, -3.1134, 2.0899], [2.3297, -1.6147, 0.4963], [3.5204, -1.9420, -1.5740], [5.7618, -3.4928, -0.1607], [2.7574, 0.8590, 1.3556], [-0.6908, 1.4556, -1.3367], [-2.4638, 3.4741, -0.2381], [-3.8265, 3.7607, 0.3876], [-4.5760, 3.0455, 0.0573], [-3.7617, 3.7335, 1.4738], [-4.1604, 4.7537, 0.0965], [-1.4677, 4.5658, 0.1441], [-1.8402, 5.5384, -0.1679], [-1.3169, 4.5793, 1.2209], [-0.5042, 4.3985, -0.3300], [-2.5724, 3.4528, -1.3283], [-1.7819, 2.0778, 1.2884], [-3.7642, 1.0955, 1.5288], [-5.5566, 0.1402, 2.4930], [-7.4377, -1.4252, 2.3605], [-8.8350, -2.7519, -0.5083], [-8.7236, -3.0050, 1.2370], [-7.8147, -4.0360, 0.1265]], "e_homo_ev": -8.5, "homo_lumo_gap_ev": 8.768, "smiles": "Cc1ccc(NC(=O)[C@@H](NC(=O)c2cccc(S(=O)(=O)N3CCOCC3)c2)C(C)C)cc1C", "spin_multiplicity": 1}

---

Version two
{"formula": "C24H31N3O5S", "method": "ωB97M-V/def2-TZVPD", "species": ["C", "H", "H", "H", "O", "C", "C", "C", "C", "C", "C", "H", "H", "C", "N", "C", "H", "C", "O", "C", "C", "H", "H", "H", "H", "H", "H", "H", "H", "C", "N", "C", "O", "C", "C", "C", "C", "C", "C", "H", "H", "S", "O", "O", "N", "C", "H", "C", "H", "H", "C", "H", "H", "C", "H", "H", "H", "H", "H", "H", "H", "H", "H", "H"], "coordinates": [[0.5468, 1.4826, 5.0954], [-0.5345, 1.3991, 4.9454], [0.8054, 2.5246, 5.3097], [0.8412, 0.8590, 5.9379], [1.2625, 0.9896, 3.9888], [1.1004, 1.5999, 2.7837], [0.2554, 2.6766, 2.5389], [0.1697, 3.2068, 1.2633], [0.9112, 2.6950, 0.2083], [1.7642, 1.6246, 0.4646], [1.8529, 1.0820, 1.7290], [2.5074, 0.2483, 1.9270], [2.3637, 1.1941, -0.3215], [0.7701, 3.3330, -1.1571], [1.6455, 4.4913, -1.2465], [3.0702, 4.2302, -1.1562], [3.2628, 3.5744, -0.3069], [3.7827, 5.5670, -0.9407], [3.5189, 6.4656, -1.9932], [2.1353, 6.6868, -2.1195], [1.3830, 5.3762, -2.3648], [0.3113, 5.5773, -2.4249], [1.7232, 4.9495, -3.3237], [2.0087, 7.3703, -2.9608], [1.7468, 7.1548, -1.2023], [4.8649, 5.4304, -0.9194], [3.4468, 6.0011, 0.0130], [3.4657, 3.7648, -2.0745], [-0.2509, 3.7372, -1.2235], [0.9289, 2.3093, -2.3073], [0.1227, 1.1401, -2.0589], [0.6353, -0.1098, -2.0209], [1.7763, -0.3749, -2.3414], [-0.3404, -1.1482, -1.5614], [-1.1227, -0.9388, -0.4292], [-2.0011, -1.9238, -0.0093], [-2.0954, -3.0995, -0.7277], [-1.3136, -3.3277, -1.8441], [-0.4234, -2.3523, -2.2549], [0.2123, -2.5041, -3.1138], [-1.4167, -4.2629, -2.3699], [-3.2553, -4.3707, -0.2294], [-3.8594, -3.9735, 1.0145], [-4.1223, -4.6619, -1.3335], [-2.1948, -5.6673, -0.0549], [-2.7788, -6.9832, -0.2720], [-3.6935, -6.8562, -0.8496], [-3.0141, -7.6095, 1.1188], [-2.4421, -8.5321, 1.2164], [-4.0651, -7.8391, 1.2800], [-2.5111, -6.5501, 2.1078], [-3.3360, -5.9230, 2.4448], [-2.0121, -6.9834, 2.9721], [-1.5708, -5.6968, 1.2541], [-1.4577, -4.6788, 1.6234], [-0.5852, -6.1617, 1.1559], [-2.0721, -7.5765, -0.8594], [-2.6210, -1.7985, 0.8647], [-1.0239, -0.0234, 0.1373], [-0.8354, 1.2886, -1.7845], [0.6275, 2.7773, -3.2513], [1.9607, 1.9673, -2.4017], [-0.4906, 4.0439, 1.0885], [-0.3405, 3.1091, 3.3271]], "e_homo_ev": -8.5, "homo_lumo_gap_ev": 8.837, "smiles": "COc1ccc([C@H](CNC(=O)c2ccc(S(=O)(=O)N3CCCC3)cc2)N2CCOCC2)cc1", "spin_multiplicity": 1}

---

It is version one that is most stable; the runner-up trails by 168.8 kJ/mol.

---

Version one
{"formula": "C4H10N2O", "method": "ωB97M-V/def2-TZVPD", "species": ["C", "N", "C", "C", "C", "N", "O", "H", "H", "H", "H", "H", "H", "H", "H", "H", "H"], "coordinates": [[2.0074, -1.1299, 0.7508], [1.3278, -0.5880, -0.5091], [-0.9352, -1.5793, 0.1452], [-0.1425, -0.3593, -0.5721], [-0.6648, 0.9645, 0.0743], [-0.0369, 2.1053, -0.3742], [-1.8306, 0.9753, 0.5291], [1.7465, -2.2442, 0.8242], [1.5177, -0.7228, 1.5186], [3.1266, -0.8858, 0.7618], [1.4977, -1.2171, -1.2485], [-0.8044, -1.5319, 1.2470], [-1.9859, -1.4839, -0.0632], [-0.6043, -2.4562, -0.3525], [-0.5854, -0.2029, -1.5728], [0.7065, 2.0033, -1.1200], [-0.5955, 2.9417, -0.4335]], "e_homo_ev": -8.9, "homo_lumo_gap_ev": 9.669, "smiles": "CN[C@@H](C)C(N)=O", "spin_multiplicity": 1}

---

Version two
{"formula": "C4H10N2O", "method": "ωB97M-V/def2-TZVPD", "species": ["C", "N", "C", "O", "N", "C", "C", "H", "H", "H", "H", "H", "H", "H", "H", "H", "H"], "coordinates": [[-1.9846, -0.5911, -1.7585], [0.4888, -0.7973, -1.4611], [-0.0705, -0.1305, -0.5285], [-1.4041, 0.0570, -0.6082], [0.5307, 0.4723, 0.5651], [-0.2091, 0.9187, 1.7338], [1.9060, 0.0883, 0.8115], [-2.0542, -1.6713, -1.5887], [-2.9687, -0.1426, -1.8661], [-1.3973, -0.4522, -2.6727], [1.4867, -0.8794, -1.3652], [-0.3759, 0.1128, 2.4652], [-1.1708, 1.3341, 1.4366], [0.3687, 1.7054, 2.2344], [2.5113, 0.2342, -0.0879], [2.3245, 0.7295, 1.5906], [2.0000, -0.9608, 1.1337]], "e_homo_ev": -8.8, "homo_lumo_gap_ev": 9.672, "smiles": "[H]/N=C(/OC)N(C)C", "spin_multiplicity": 1}

---

Version three
{"formula": "C4H10N2O", "method": "ωB97M-V/def2-TZVPD", "species": ["C", "C", "C", "N", "C", "O", "N", "H", "H", "H", "H", "H", "H", "H", "H", "H", "H"], "coordinates": [[0.4370, 1.3407, 0.8917], [0.6878, -2.0175, -1.1851], [-0.0421, 2.0593, 2.1009], [0.1247, 0.7867, -1.2802], [-0.4631, -1.2976, -0.5301], [-0.1898, 1.5500, -0.2096], [-1.7047, -1.4751, -0.7775], [-0.6370, 0.9641, -1.9389], [-1.8669, -2.0322, -1.6186], [1.3959, 0.8373, 0.8709], [-0.2166, -0.9074, 0.4874], [0.4268, -2.3468, -2.1908], [0.9963, -2.8718, -0.5842], [1.5262, -1.3279, -1.2764], [-1.0556, 2.4163, 1.9496], [0.5977, 2.9225, 2.3222], [-0.0166, 1.3994, 2.9687]], "e_homo_ev": [-8.3, -7.7], "homo_lumo_gap_ev": [8.669, 7.767], "spin_multiplicity": 1}

---

Version four
{"formula": "C4H10N2O", "method": "ωB97M-V/def2-TZVPD", "species": ["C", "N", "C", "C", "H", "H", "H", "H", "H", "H", "H", "N", "C", "O", "H", "H", "H"], "coordinates": [[-1.7204, -1.1793, -0.1851], [-0.4043, 1.1068, -1.5456], [-0.3679, 0.9535, -0.1494], [-1.0137, -0.0695, 0.5194], [-0.1533, 0.2405, -2.0167], [0.2473, 1.8098, -1.8669], [-0.1718, 1.8710, 0.3932], [-1.2552, 0.0825, 1.5638], [-1.0935, -1.5509, -0.9992], [-1.9480, -1.9929, 0.5017], [-2.6541, -0.8106, -0.6168], [2.1230, 0.1890, 1.2983], [1.4630, -0.3146, 0.1793], [1.9415, -0.3404, -0.9489], [1.6553, 0.1043, 2.1881], [2.5555, 1.0892, 1.1382], [0.7964, -1.1883, 0.5464]], "e_homo_ev": -8.0, "homo_lumo_gap_ev": 8.870, "smiles": "C/C=C\\N.NC=O", "spin_multiplicity": 1}

---

It is version two that is most stable; the runner-up trails by 33.2 kJ/mol.

---

Version one
{"formula": "C7H7NOS", "method": "ωB97M-V/def2-TZVPD", "species": ["C", "C", "C", "C", "C", "C", "C", "N", "O", "S", "H", "H", "H", "H", "H", "H", "H"], "coordinates": [[-2.4444, -2.0533, -0.0491], [-1.6015, -1.3436, 0.3617], [2.1547, -0.5050, -1.2217], [2.9048, 0.1334, -0.2595], [0.6155, -0.2749, 0.3222], [-1.4960, 1.8644, -0.5168], [-0.5896, -0.5940, 0.9664], [0.8920, -0.7484, -0.9005], [-0.8909, -0.0837, 2.2257], [1.9764, 0.5738, 1.0926], [-3.3806, -2.3668, -0.3743], [2.2993, -0.9528, -2.2192], [4.0119, 0.2968, -0.4030], [-0.7030, 2.5054, -0.9095], [-1.3644, 1.7650, 0.5463], [-2.1142, 1.1434, -0.8997], [-0.2700, 0.6403, 2.2385]], "e_homo_ev": [-8.6, -7.3], "homo_lumo_gap_ev": [7.554, 7.552], "spin_multiplicity": 1}

---

Version two
{"formula": "C7H7NOS", "method": "ωB97M-V/def2-TZVPD", "species": ["C", "C", "C", "C", "C", "C", "C", "N", "O", "S", "H", "H", "H", "H", "H", "H", "H"], "coordinates": [[-1.3657, 1.4190, -0.5608], [1.0327, -1.3145, 0.5432], [-2.3440, 1.1283, 0.3486], [-1.1512, -0.6180, 1.3226], [-0.0515, -0.3885, 0.4158], [-0.1818, 0.6796, -0.4864], [2.3267, -1.2456, 0.4838], [-2.2263, 0.1683, 1.2816], [0.6527, 1.8459, -2.7459], [1.2163, 1.0467, -1.6604], [-1.5119, 2.2778, -1.2781], [0.7017, -2.2718, 0.7943], [-3.2890, 1.5654, 0.2680], [-1.1119, -1.3182, 2.3312], [2.9582, -2.0626, 0.6364], [3.0560, -0.3123, 0.3197], [1.2889, -0.5993, -2.0135]], "e_homo_ev": -9.3, "homo_lumo_gap_ev": 9.184, "spin_multiplicity": 1}

---

Version three
{"formula": "C7H7NOS", "method": "ωB97M-V/def2-TZVPD", "species": ["C", "C", "C", "C", "C", "C", "C", "N", "O", "S", "H", "H", "H", "H", "H", "H", "H"], "coordinates": [[-1.2306, -1.9213, -2.0789], [-0.6583, -1.0541, -1.2928], [1.1002, 1.0171, 1.0790], [1.0390, 1.9325, 0.1377], [-2.7818, 0.9642, 1.0899], [0.6019, -0.3230, 0.8048], [-0.0142, -0.2047, -0.5082], [-3.2576, 0.6113, 0.0727], [-2.3794, 1.2023, 2.1209], [0.2694, 1.3166, -1.2902], [-0.6901, -2.6214, -2.6652], [1.2816, 1.1554, 2.1825], [1.4543, 2.9761, 0.2509], [1.3443, -1.1022, 0.7118], [-0.1464, -0.6799, 1.4732], [-2.2868, -1.9551, -2.2927], [-2.6980, 0.5259, -0.7386]], "e_homo_ev": -7.8, "homo_lumo_gap_ev": 8.547, "smiles": "C=C=C1CC=CS1.N=C=O", "spin_multiplicity": 1}

---

It is version three that is most stable; the runner-up trails by 82.0 kJ/mol.

---

Version one
{"formula": "C3H6OS2", "method": "ωB97M-V/def2-TZVPD", "species": ["C", "C", "C", "O", "S", "S", "H", "H", "H", "H", "H", "H"], "coordinates": [[-0.9511, 0.3487, -0.4088], [-0.0543, -0.8630, -0.3786], [1.3175, -0.5901, -0.8629], [-0.5182, 1.4434, -0.6400], [-2.6826, 0.0472, -0.2101], [-0.5388, -2.3244, 0.1409], [-1.5609, 1.3140, 1.6867], [1.2841, 0.0313, -1.7592], [1.8592, -1.5132, -1.0571], [1.8555, -0.0119, -0.1082], [-2.5090, -1.2406, 0.1266], [-1.2589, 1.7373, 2.2786]], "e_homo_ev": -9.4, "homo_lumo_gap_ev": 7.822, "spin_multiplicity": 1}

---

Version two
{"formula": "C3H6OS2", "method": "ωB97M-V/def2-TZVPD", "species": ["C", "C", "O", "C", "S", "S", "H", "H", "H", "H", "H", "H"], "coordinates": [[0.6679, -0.2997, -0.0097], [0.6288, -1.7639, -0.3209], [0.6190, -2.3019, -1.3892], [-0.8430, 0.0861, 0.0018], [-1.6981, 1.7190, -0.1398], [-0.3238, 2.8621, 1.0362], [1.2682, -0.0295, 0.8938], [1.1963, 0.2063, -0.9226], [0.4534, -2.3910, 0.6237], [-1.3457, -0.5297, -0.8421], [-1.2606, -0.4601, 0.9184], [0.6377, 2.9024, 0.1505]], "e_homo_ev": -9.3, "homo_lumo_gap_ev": 9.392, "smiles": "O=CCCSS", "spin_multiplicity": 1}

---

It is version two that is most stable; the runner-up trails by 50.8 kJ/mol.